1.
An isolated ion of composition C6H9N2 and charge +1, computed with ωB97M-V/def2-TZVPD.

```
17
Properties=species:S:1:pos:R:3
C 0.3000 -0.1492 0.2111
C -0.7329 0.6911 0.9654
C -0.1231 -0.8815 -2.0838
C 1.6537 -0.3344 0.2347
C -0.7968 0.7668 2.4577
C 0.1975 -1.1625 -3.2461
N -1.5770 1.3232 0.2521
N -0.3973 -0.7877 -0.8432
H 2.0267 -1.0470 -0.5022
H 2.3650 -0.0779 1.0683
H -1.5394 1.4921 2.8048
H 0.1202 0.9647 2.8441
H -1.0805 -0.1034 2.9583
H -1.4124 1.1639 -0.7289
H 0.0388 -0.4115 -4.0888
H 0.6557 -2.0654 -3.7682
H -1.3823 -0.9922 -0.5667
```

Values from the calculation:
- Total charge: +1
- Total energy: -343.14270 hartree
- SMILES: [H]/N=C(/C)C(=C)[NH+]=C=C
- HOMO-LUMO gap: 8.970 eV

These are the natural (NBO) partial charges, in e, on atoms 1 to 8:
1 C 0.04
2 C 0.26
3 C 0.46
4 C -0.29
5 C -0.67
6 C -0.45
7 N -0.53
8 N -0.48

=====

2.
One molecule with the formula C3H3NO2S2, computed with ωB97M-V/def2-TZVPD.

```
11
Properties=species:S:1:pos:R:3
C -1.1467 0.5492 0.7735
C 0.1717 0.5671 -0.0152
C 1.6344 -1.0533 -1.2223
H -2.5703 1.7947 2.0229
H -0.0605 -1.6122 -0.2932
H 1.6569 -2.1230 -1.4672
N 0.5068 -0.7847 -0.4421
O 0.8060 1.5376 -0.2131
O 2.5021 -0.2771 -1.5635
S -1.4430 2.1744 1.3080
S -2.0575 -0.7728 1.1122
```

Values from the calculation:
- Total energy: -1117.71764 hartree
- SMILES: O=CNC(=O)C(=S)S
- HOMO-LUMO gap: 7.966 eV

These are the natural (NBO) partial charges, in e, on atoms 1 to 8:
1 C -0.40
2 C 0.63
3 C 0.54
4 H 0.15
5 H 0.43
6 H 0.11
7 N -0.68
8 O -0.47

=====

Taking the records one at a time from the top gives lowest unoccupied orbital energy values of -5.31, -1.62 eV.
Taking the records one at a time from the top gives highest occupied orbital energy values of -14.29, -9.59 eV.
Taking the records one at a time from the top gives ΔE to the lowest compared entry with this formula, charge and spin values of 112.2, 5.3 kcal per mole.